Formula: C44H40Cl2Ge2N6O2STc
Source: the OMol25 dataset
Level of theory: the ωB97M-V functional and the def2-TZVPD basis

Cartesian coordinates (Å):
Tc -0.5826 0.6427 -0.7440
Cl -6.2582 -2.1490 1.9287
C -4.6015 -1.8328 1.6291
C -4.2209 -0.6459 1.0244
C -2.8731 -0.3966 0.7864
N -2.3597 0.7356 0.1939
C -2.8165 1.9614 0.6227
O -3.9347 2.2592 0.9584
C -1.6288 2.8690 0.8321
C -1.7434 4.0425 1.5640
C -0.5902 4.7377 1.9042
C 0.6346 4.2133 1.5154
C 0.6629 3.0432 0.7718
N -0.4386 2.3872 0.4256
C -1.8831 -1.3151 1.2233
C -2.2832 -2.5217 1.7832
C -3.6285 -2.7863 1.9858
Cl -4.0918 -4.2569 2.7233
N -0.5610 -0.9042 1.2542
C 0.3814 -1.4448 0.5534
O 1.6280 -1.3459 0.7736
C -0.0333 -2.1332 -0.7140
C 0.2798 -3.4388 -1.0363
C -0.1998 -3.9502 -2.2351
C -1.0013 -3.1395 -3.0271
C -1.2505 -1.8342 -2.6323
N -0.7538 -1.3243 -1.5051
H -4.9563 0.0870 0.7303
H -2.7288 4.3728 1.8578
H -0.6454 5.6608 2.4625
H 1.5621 4.6996 1.7739
H 1.6013 2.6179 0.4384
H -1.5517 -3.2428 2.1084
H 0.8827 -4.0261 -0.3601
H 0.0344 -4.9620 -2.5284
H -1.4118 -3.5133 -3.9513
H -1.8685 -1.1686 -3.2182
C 0.1193 -2.3028 4.4667
Ge 1.1335 -0.5962 4.3583
C 2.2918 -0.3777 5.9584
C -0.0195 1.0116 4.1031
Ge 2.7092 -0.7976 2.3769
C 3.8857 -2.3821 2.0420
C 4.7687 -2.4112 0.9693
C 5.5071 -3.5498 0.6971
C 5.3639 -4.6754 1.4912
C 4.5005 -4.6490 2.5729
C 3.7719 -3.5050 2.8518
C 3.5516 0.9592 1.8448
C 4.2140 1.2160 0.6498
C 4.8360 2.4340 0.4314
C 4.8399 3.4003 1.4236
C 4.2054 3.1501 2.6280
C 3.5551 1.9457 2.8271
H 0.3077 -2.7757 5.4268
H 0.4293 -2.9905 3.6843
H -0.9481 -2.1284 4.3765
H 1.7086 -0.5951 6.8496
H 2.6785 0.6333 6.0505
H 3.1353 -1.0634 5.9366
H -0.6154 1.1534 5.0010
H -0.6971 0.9024 3.2617
H 0.5960 1.8969 3.9561
H 4.8892 -1.5372 0.3450
H 6.2036 -3.5556 -0.1294
H 5.9245 -5.5697 1.2677
H 4.4014 -5.5164 3.2070
H 3.1124 -3.4848 3.7120
H 4.2408 0.4593 -0.1207
H 5.3406 2.6245 -0.5047
H 5.3516 4.3365 1.2632
H 4.2332 3.8857 3.4170
H 3.0585 1.7545 3.7708
C 3.8032 -1.1617 -3.2249
N 3.5128 0.2271 -3.4533
C 4.0729 1.0365 -4.4030
C 3.4853 2.2541 -4.3060
N 2.5715 2.1785 -3.2827
C 2.5978 0.9349 -2.7622
S 1.8409 0.2753 -1.3938
H 4.3636 -1.5600 -4.0656
H 2.8687 -1.7124 -3.1112
H 4.3857 -1.2889 -2.3122
H 4.8487 0.6881 -5.0538
H 3.6530 3.1504 -4.8683
H 1.9673 2.9207 -2.9639
C -1.0239 1.6885 -2.2010
C -1.4522 2.6214 -3.1354
C -1.8139 2.3178 -4.4635
C -2.2877 3.3088 -5.2966
C -2.4000 4.6186 -4.8465
C -2.0358 4.9398 -3.5436
C -1.5705 3.9625 -2.6949
H -1.7208 1.3025 -4.8148
H -2.5783 3.0644 -6.3064
H -2.7743 5.3862 -5.5056
H -2.1256 5.9569 -3.1924
H -1.3037 4.1923 -1.6751

As for the lowest unoccupied orbital energy (spin up / spin down): -0.234 / -0.251 Eh. Its spin multiplicity is 2. As for the charge: +2. For the largest force on an atom, the calculation gives 4.56 eV/A. Its HOMO energy (spin up / spin down) is -12.1 / -12.1 eV. Its energy relative to the best compared isomer or geometry (same formula, charge and spin) is 0.748 eV.